Record 1
15
Properties=species:S:1:pos:R:3:forces:R:3 method="wB97M-V/def2-TZVPD" energy_ev=-44749.3427 molar_mass_g_mol=158.942 e_lumo_ev="-14.76 / -17.69" spin_multiplicity=7 gap_ha="0.348 / 0.241" charge=+3 homo_ev="-24.243 / -24.238" largest_force_ev_per_a=3.640 s2=12.0155
C 0.7226 -0.5886 -0.7278 -0.09 -2.16 -0.70
C 1.2835 -1.5297 0.3018 0.04 0.22 0.15
H 1.2336 -0.6587 -1.6928 -0.13 0.09 0.13
H -0.3534 -0.7202 -0.8795 0.20 0.24 0.00
H 2.3707 -1.4140 0.3949 -0.17 -0.19 -0.04
H 1.0720 -2.5537 -0.0324 0.15 0.15 0.08
H 0.8154 -1.3797 1.2822 0.07 -0.14 -0.14
O 0.6197 2.9257 -0.4145 -0.90 -0.73 -0.04
Fe 2.3403 2.1968 0.4076 0.79 0.53 0.14
O 0.9364 0.7971 -0.2624 -0.34 0.95 0.22
C 0.1566 1.8139 -0.5980 1.65 1.29 -0.21
O -2.1887 1.2469 0.1856 -2.06 -2.64 1.43
C -2.8236 0.2660 0.5838 1.46 2.42 -1.24
H -3.7889 0.0200 0.1143 -0.72 0.00 -0.22
H -2.3964 -0.4217 1.3372 0.06 -0.04 0.43


Record 2
137
Properties=species:S:1:pos:R:3:forces:R:3 method="wB97M-V/def2-TZVPD" energy_ev=-125443.4014 molar_mass_g_mol=1214.419 e_lumo_ev=-1.21 spin_multiplicity=1 gap_ha=0.116 charge=-1 homo_ev=-4.371 largest_force_ev_per_a=1.124
C 6.9101 -2.1673 4.6415 0.10 -0.44 -0.03
C 7.6200 -2.0730 3.2884 -0.10 0.61 0.21
C 6.7457 -2.2581 2.0496 0.39 -0.42 -0.34
C 6.1278 -3.6534 1.8647 -0.19 0.25 0.35
C 4.9187 -3.9792 2.7750 0.21 0.18 -0.10
In 3.0995 -4.6377 1.6875 -0.14 0.04 0.20
C 1.9311 -2.7767 1.1759 0.78 -0.21 0.21
C 2.2578 -1.6956 2.2066 -0.33 -0.22 -0.15
C 1.2698 -0.5058 2.2684 0.63 0.20 -0.33
C 1.7966 0.7713 1.5803 -0.32 -0.20 0.43
S 1.1692 1.1209 -0.0362 0.95 0.02 -0.60
O 1.6271 2.4204 -0.4320 -0.34 0.01 0.20
O 1.3510 0.0313 -0.9385 -0.29 -0.01 0.25
Cl -0.8488 1.2650 0.3391 -0.12 0.00 0.00
C 3.5292 -5.8311 -0.1468 -0.15 -0.23 -0.07
C 3.4827 -7.3519 0.0601 -0.19 0.18 -0.02
C 4.3168 -7.8762 1.2345 -0.18 -0.40 -0.08
C 5.7833 -7.6504 1.0601 -0.15 -0.08 0.10
O 6.4813 -7.0466 1.8143 0.43 0.44 0.34
O 6.3163 -8.2577 -0.0505 -0.25 -0.05 -0.43
C 6.7817 -7.3529 -1.0585 0.18 0.10 -0.17
C 7.6811 -8.1083 -2.0116 0.10 -0.05 0.27
H 5.9249 -1.7023 4.5995 0.06 0.12 0.07
H 7.5039 -1.7007 5.4313 -0.03 0.08 -0.02
H 6.7548 -3.2080 4.9315 -0.11 0.03 -0.04
H 8.4679 -2.7640 3.2502 -0.10 -0.10 0.02
H 8.0612 -1.0686 3.2347 0.04 -0.05 -0.10
H 5.9802 -1.4767 1.9842 -0.07 -0.04 0.16
H 7.4138 -2.1029 1.1908 -0.09 0.17 -0.01
H 5.8410 -3.7340 0.8105 0.14 -0.10 -0.04
H 6.9278 -4.3777 2.0469 -0.05 -0.13 -0.21
H 4.6427 -3.0747 3.3284 -0.08 -0.03 -0.01
H 5.2168 -4.7049 3.5356 -0.10 -0.06 -0.03
H 2.0664 -5.5946 2.8080 0.01 -0.05 -0.08
H 2.2506 -2.4462 0.1858 -0.39 0.05 -0.13
H 0.8730 -3.0433 1.1916 -0.06 0.13 -0.14
H 2.3077 -2.1432 3.2047 -0.03 0.09 0.03
H 3.2647 -1.3181 1.9988 0.03 0.00 0.15
H 0.3281 -0.7897 1.7995 -0.12 -0.06 0.27
H 1.1013 -0.2228 3.3089 -0.25 -0.04 -0.03
H 1.5526 1.6634 2.1570 0.06 0.10 -0.13
H 2.8769 0.7370 1.4221 0.00 0.04 -0.08
H 4.4541 -5.5329 -0.6536 0.07 0.05 0.14
H 2.7225 -5.5929 -0.8503 0.07 0.12 -0.03
H 3.7573 -7.9072 -0.8474 0.07 -0.02 0.04
H 2.4420 -7.6201 0.2669 0.04 -0.07 0.06
H 3.9967 -7.4333 2.1771 0.06 0.11 -0.04
H 4.1737 -8.9611 1.3111 0.03 0.00 -0.01
H 7.3247 -6.5239 -0.5972 -0.02 -0.04 0.10
H 5.9190 -6.9294 -1.5809 -0.05 -0.09 0.02
H 7.8551 -7.5282 -2.9190 -0.06 -0.04 -0.02
H 8.6515 -8.3018 -1.5597 -0.05 0.00 0.04
H 7.2478 -9.0763 -2.2681 -0.10 0.10 -0.12
C -4.3057 3.8920 -0.1919 0.00 0.01 0.00
C -3.8321 3.2478 0.8713 0.00 0.02 -0.02
C -4.6486 3.0961 2.1050 0.00 0.01 -0.02
O -4.2162 2.5147 3.0758 0.01 0.00 0.01
C -6.0122 3.6861 2.1054 0.00 -0.02 0.00
C -6.4851 4.3279 1.0417 0.18 -0.07 -0.13
C -5.6656 4.4805 -0.1835 -0.08 0.02 0.02
O -6.1060 5.0773 -1.1482 0.10 0.01 -0.04
H -3.7300 4.0181 -1.1002 -0.01 0.00 -0.01
H -2.8406 2.8122 0.8880 -0.08 0.05 0.06
H -6.5902 3.5659 3.0116 0.00 0.02 0.01
H -7.4712 4.7645 1.0122 -0.02 0.03 0.02
C -9.2608 4.1169 -6.2700 -0.01 -0.03 0.00
C -8.9736 3.0031 -5.6022 -0.03 0.02 -0.01
C -8.1944 3.0435 -4.3357 0.00 0.03 0.00
O -7.9388 2.0271 -3.7291 -0.01 -0.02 0.00
C -7.7484 4.3728 -3.8459 0.00 -0.01 0.01
C -8.0364 5.4846 -4.5185 0.02 -0.01 -0.01
C -8.8154 5.4464 -5.7785 0.02 0.02 0.00
O -9.0933 6.4609 -6.3850 -0.04 0.00 0.01
H -9.8278 4.1146 -7.1925 0.01 0.03 -0.01
H -9.2882 2.0233 -5.9390 0.02 -0.01 0.02
H -7.1871 4.3871 -2.9209 -0.01 0.00 0.00
H -7.7235 6.4636 -4.1775 0.00 0.00 -0.01
C -11.7672 6.5428 3.8303 0.06 0.03 0.08
C -10.4575 6.3229 3.8924 -0.03 0.00 0.01
C -9.7958 5.3837 2.9549 -0.01 0.02 -0.07
O -8.5986 5.1878 2.9986 -0.13 0.03 0.14
C -10.6473 4.7043 1.9465 -0.05 -0.07 0.04
C -11.9575 4.9260 1.8895 0.01 -0.03 0.01
C -12.6229 5.8614 2.8271 -0.02 0.05 -0.05
O -13.8153 6.0714 2.7743 -0.01 -0.01 0.02
H -12.2738 7.2294 4.4957 -0.03 -0.01 0.00
H -9.8142 6.8172 4.6094 0.02 -0.03 0.00
H -10.1467 4.0304 1.2642 0.04 0.04 -0.01
H -12.5962 4.4446 1.1596 -0.01 0.01 0.00
C -12.2267 8.2798 -1.3378 0.01 0.01 -0.01
C -11.4771 7.3294 -0.7879 0.04 -0.03 -0.01
C -10.9010 6.2332 -1.6087 0.02 0.07 0.02
O -10.2157 5.3674 -1.1064 0.01 -0.05 -0.04
C -11.1896 6.2408 -3.0646 -0.04 0.00 -0.01
C -11.9372 7.1928 -3.6156 0.01 -0.02 0.00
C -12.5158 8.2886 -2.7947 0.01 -0.01 0.01
O -13.1960 9.1576 -3.2955 -0.01 0.01 -0.01
H -12.6568 9.0856 -0.7563 -0.01 -0.01 0.00
H -11.2534 7.3149 0.2708 0.00 0.02 -0.01
H -10.7576 5.4326 -3.6403 -0.01 -0.02 0.02
H -12.1578 7.2195 -4.6752 0.00 0.03 0.00
C 12.4970 -9.1183 -1.6599 -0.04 -0.15 -0.05
C 13.7032 -9.6594 -1.5076 -0.01 0.00 0.01
C 14.1619 -10.7802 -2.3631 0.00 0.00 0.00
O 15.2620 -11.2731 -2.2252 0.01 0.00 -0.01
C 13.2248 -11.2803 -3.4019 -0.03 0.01 -0.01
C 12.0190 -10.7421 -3.5581 0.03 -0.02 0.00
C 11.5620 -9.6177 -2.7001 -0.02 0.00 0.03
O 10.4661 -9.1224 -2.8491 0.16 -0.04 -0.12
H 12.1441 -8.3027 -1.0449 0.00 0.02 0.00
H 14.4014 -9.3103 -0.7581 0.01 0.00 0.00
H 13.5830 -12.0982 -4.0141 0.02 0.00 0.02
H 11.3178 -11.0869 -4.3074 -0.02 0.02 0.01
C 15.9542 -5.5916 -1.4032 0.03 0.01 -0.01
C 16.6160 -4.9446 -2.3580 -0.01 -0.02 0.02
C 15.9867 -4.6560 -3.6725 -0.01 0.00 0.00
O 16.5920 -4.0693 -4.5427 0.01 0.00 -0.01
C 14.5895 -5.1152 -3.8791 -0.01 -0.02 0.01
C 13.9271 -5.7621 -2.9242 0.00 0.01 -0.02
C 14.5582 -6.0504 -1.6116 -0.05 0.02 -0.03
O 13.9534 -6.6429 -0.7443 0.09 0.07 0.09
H 16.3910 -5.8145 -0.4381 -0.02 -0.01 0.01
H 17.6340 -4.5994 -2.2306 0.00 0.01 -0.02
H 14.1514 -4.8921 -4.8435 0.02 0.01 -0.01
H 12.9078 -6.1055 -3.0514 0.00 0.00 0.03
C -10.5503 12.3138 2.1190 0.00 -0.02 -0.02
C -10.7874 11.0865 1.6650 0.01 0.01 0.00
C -11.6607 10.1473 2.4107 0.01 0.04 0.00
O -11.8756 9.0263 1.9981 -0.01 -0.04 -0.04
C -12.2627 10.6252 3.6795 0.00 0.01 0.02
C -12.0264 11.8522 4.1345 0.00 -0.03 -0.01
C -11.1515 12.7951 3.3898 0.00 -0.01 0.00
O -10.9385 13.9128 3.8030 0.00 0.01 0.01
H -9.9164 13.0172 1.5946 0.00 0.02 0.02
H -10.3608 10.7132 0.7423 -0.01 -0.02 0.00
H -12.8996 9.9221 4.2015 -0.01 -0.01 -0.03
H -12.4537 12.2247 5.0567 0.01 0.02 0.00


Record 3
14
Properties=species:S:1:pos:R:3:forces:R:3 method="wB97M-V/def2-TZVPD" energy_ev=-16141.0564 molar_mass_g_mol=93.171 e_lumo_ev=4.09 de_lowest_kcal_mol=0.0 spin_multiplicity=1 gap_ha=0.262 charge=-1 homo_ev=-3.036 largest_force_ev_per_a=0.408
S 0.4701 -2.5490 1.0505 -0.04 -0.13 0.23
H 0.9006 -3.7915 0.7848 0.01 0.02 -0.05
C 0.8528 1.1119 0.5316 -0.11 -0.09 -0.01
C 0.0315 0.6454 -0.6693 -0.02 0.06 0.02
C -1.4201 0.3684 -0.2780 0.25 -0.07 -0.02
O 0.6228 -0.4748 -1.2811 0.03 -0.27 0.00
H 1.8817 1.2963 0.2211 0.02 0.05 0.03
H 0.8618 0.3232 1.2867 0.04 0.00 0.01
H 0.4333 2.0191 0.9773 0.03 0.03 -0.04
H 0.0451 1.4333 -1.4341 -0.01 0.02 0.02
H -1.9013 1.2693 0.1120 -0.04 -0.01 0.02
H -1.4291 -0.4182 0.4793 -0.12 0.02 0.02
H -1.9686 0.0076 -1.1489 -0.05 0.03 0.01
H 0.6193 -1.2409 -0.6319 0.02 0.34 -0.23